No. 1
ORCA calculation (wB97M-V/def2-TZVPD) on a 3-piece molecular cluster, C5H16O4 overall at a distorted geometry.

Structure (XYZ):
```
25
Properties=species:S:1:pos:R:3:forces:R:3:mulliken_charge:R:1
O 2.679144 -1.412801 -1.550777 -0.22 -1.44 -1.18 -0.573
C 1.473416 -0.652837 -1.538366 1.21 2.10 2.42 -0.634
C 0.809021 -0.791225 -0.143869 -1.21 -1.59 -0.45 -0.401
C -0.566035 -1.532621 -0.287242 0.31 1.79 -0.24 -0.742
C -1.321544 -1.676786 1.037716 0.70 -0.93 1.10 -0.645
C -2.302258 -0.563751 1.514901 -0.28 -0.40 -2.01 -0.380
O -2.353017 0.446935 0.502889 0.20 1.03 0.56 -0.521
H 2.638136 -2.163594 -2.163288 -0.13 0.29 0.31 0.302
H 1.964813 0.324295 -1.435639 -0.78 0.31 -0.96 0.361
H 0.746438 -0.686346 -2.362423 0.61 -0.44 0.01 0.377
H 0.670140 0.128464 0.440508 0.00 0.21 -0.55 0.308
H 1.496838 -1.384122 0.459800 -0.01 -0.12 0.03 0.309
H -0.407326 -2.498768 -0.790251 -0.09 0.23 0.32 0.345
H -1.151295 -0.877150 -0.974360 0.15 -0.75 0.30 0.424
H -1.833019 -2.631869 0.963387 -0.41 -0.06 0.27 0.351
H -0.550010 -1.839217 1.821791 -0.41 0.06 -0.28 0.311
H -2.151904 -0.202248 2.526134 0.54 0.28 0.05 0.238
H -3.336200 -0.898775 1.484038 0.02 -0.50 0.21 0.278
H -1.528421 0.953555 0.506998 -0.12 -0.16 0.05 0.255
O 2.320775 2.684904 -1.094026 -1.64 -0.61 1.01 -0.652
H 2.041521 2.469143 -0.182392 1.18 0.46 0.31 0.329
H 1.472016 2.332811 -1.413990 0.39 0.29 -1.21 0.351
O -0.038046 3.223920 1.116163 -0.40 0.36 -0.59 -0.636
H 0.221039 3.881385 0.453472 0.41 -0.12 0.15 0.330
H -0.994220 3.366697 1.108828 -0.02 -0.28 0.36 0.312
```
Positions in Å, forces in eV/Å.

The energy above the lowest of the compared OMol25 structures with the same formula, charge and spin comes out at 13.2 kcal per mole. As for the structure (SMILES): OCCCCCO.O.O. For the LUMO energy, the calculation gives 0.369 eV. For the HOMO-LUMO gap, the calculation gives 10.15 eV. As for the largest force on an atom: 0.0666 hartree/bohr. For the electronic energy, the calculation gives -500.9994 a.u.

=====

No. 2
ORCA calculation (wB97M-V/def2-TZVPD) on an isolated ion of composition C7H12NO2 and charge +1 at a distorted geometry.

Structure (XYZ):
```
22
Properties=species:S:1:pos:R:3:forces:R:3:mulliken_charge:R:1
C -3.298883 -0.987625 0.481186 -1.57 -0.22 1.98 0.027
C -0.075336 -1.538545 -0.422301 0.86 -1.43 -0.03 -0.827
C -1.162237 -0.594088 -0.757208 -2.33 -2.49 3.62 -0.343
C 1.058850 -1.020563 0.650939 -3.90 0.64 -1.47 0.543
C -0.423888 0.938714 0.803434 -0.78 2.65 -0.75 -0.238
C 2.217824 -0.614154 -0.167270 2.27 1.47 0.29 -1.619
C 0.189034 1.931307 -0.182705 1.56 -1.65 0.46 -0.094
N -2.388438 -0.787009 -0.217261 3.10 -0.62 -2.38 -0.073
O 0.292404 0.004684 1.336601 1.10 -1.03 2.28 -0.387
O -0.368368 3.186525 0.073958 -0.94 -1.24 -0.37 -0.490
H -4.098753 -1.668417 0.772807 -0.07 0.23 -0.43 0.370
H -0.576140 -2.493384 -0.150692 0.55 0.59 0.22 0.323
H 0.491052 -1.743422 -1.339784 -0.33 0.00 0.05 0.375
H -1.161575 0.135122 -1.435340 0.26 2.50 -2.93 0.668
H 1.173943 -1.765437 1.427056 0.52 -0.06 -0.12 0.416
H -1.231440 1.402572 1.422307 0.74 -0.81 -0.23 0.452
H 1.954817 -0.115778 -1.108571 -0.16 -0.23 0.23 0.457
H 2.733124 -1.534556 -0.396899 0.30 -0.28 -0.34 0.407
H 3.006790 0.066314 0.300474 -1.22 -0.99 -0.09 0.349
H 0.106685 1.509110 -1.257156 0.28 1.37 1.23 0.064
H 1.279688 1.827756 0.171273 -1.12 0.70 -1.04 0.254
H 0.280837 3.860872 -0.004852 0.87 0.90 -0.20 0.367
```
Positions in Å, forces in eV/Å.

Its net charge is +1. The energy above the lowest of the compared OMol25 structures with the same formula, charge and spin comes out at 81.4 kcal per mole. Its multiplicity is 3. For the LUMO energy (alpha / beta), the calculation gives -3.989 / -6.650 eV. For the HOMO-LUMO gap (alpha / beta), the calculation gives 6.41 / 7.53 eV. As for the largest force on an atom: 0.0968 hartree/bohr. For the electronic energy, the calculation gives -478.6465 a.u.

=====

No. 3
ORCA calculation (wB97M-V/def2-TZVPD) on a 8-piece molecular cluster, C16H48O8 overall at a distorted geometry.

Structure (XYZ):
```
72
Properties=species:S:1:pos:R:3:forces:R:3:mulliken_charge:R:1
C 20.667180 -27.944170 11.600420 -0.71 -1.08 0.28 -1.082
C 20.875110 -29.112950 12.630020 0.07 2.09 -0.82 -0.134
O 22.267160 -29.237000 12.712420 0.92 -0.40 0.35 -0.499
H 21.144970 -26.976650 11.754430 0.59 -0.43 0.65 0.300
H 19.614490 -27.665260 11.553970 -0.21 -0.39 -0.33 0.338
H 21.026180 -28.356440 10.657410 -0.24 0.32 -0.22 0.276
H 20.454560 -30.045240 12.253100 -0.41 0.10 -0.05 0.253
H 20.458990 -28.849260 13.602340 -0.23 -0.12 0.10 0.278
H 22.457100 -29.992680 13.273210 0.25 -0.11 0.08 0.270
C 16.879030 -25.156520 16.023010 0.22 -1.19 1.49 -0.783
C 16.012520 -24.173920 16.738990 -0.85 0.42 -1.45 -0.327
O 14.832580 -23.986300 15.882800 0.66 0.76 0.97 -0.521
H 17.637300 -25.414670 16.762260 0.72 -0.08 -0.37 0.319
H 17.301990 -24.832060 15.072260 -0.19 0.08 0.22 0.243
H 16.305890 -26.079550 15.935700 0.05 -0.10 -0.55 0.245
H 16.597290 -23.261970 16.859370 -0.62 0.50 -0.26 0.259
H 15.709790 -24.459210 17.746500 0.02 -0.37 -0.06 0.267
H 14.211850 -24.680410 16.116240 -0.02 -0.03 0.00 0.297
C 25.340720 -32.582850 15.982410 2.41 0.83 -0.06 -1.009
C 24.018580 -33.063650 16.271860 -1.63 -0.01 0.93 -0.182
O 23.235020 -33.047830 15.099400 -0.49 -0.54 -0.38 -0.488
H 25.877680 -33.293970 15.354670 0.21 0.17 -0.04 0.277
H 25.857950 -32.445710 16.932030 0.36 -0.24 0.03 0.323
H 25.363460 -31.589890 15.533390 -0.23 -0.08 -0.29 0.267
H 23.561610 -32.407930 17.013010 -0.28 0.07 0.15 0.210
H 24.081810 -34.045810 16.740340 -0.19 -0.27 -0.16 0.311
H 22.799730 -33.901350 15.039220 -0.17 0.10 -0.21 0.291
C 20.414730 -21.308210 12.830780 0.38 -0.96 0.45 -1.039
C 20.588110 -20.815030 14.270190 0.35 -0.54 -1.61 -0.130
O 20.514980 -19.432800 14.186500 0.11 1.72 0.89 -0.518
H 19.377280 -21.158830 12.531670 0.08 -0.06 -0.32 0.341
H 20.703450 -22.353820 12.723780 -0.45 -0.29 0.10 0.302
H 21.120250 -20.806010 12.168850 -0.26 0.44 0.08 0.295
H 21.600830 -21.051790 14.596440 -0.11 -0.03 0.31 0.245
H 19.848120 -21.234790 14.951590 -0.01 -0.14 0.10 0.197
H 19.724430 -19.159820 13.715220 -0.09 -0.13 0.00 0.307
C 14.899460 -31.460000 15.777480 -0.41 0.47 -0.50 -1.013
C 16.106170 -32.164030 16.323660 0.73 0.05 0.35 -0.171
O 17.338950 -31.461970 15.969840 -1.16 -0.39 0.10 -0.517
H 14.734430 -30.478840 16.222650 0.15 -0.02 0.18 0.257
H 13.997570 -32.048900 15.944450 0.02 -0.10 0.19 0.331
H 14.944910 -31.287160 14.702230 0.26 -0.15 -0.08 0.298
H 16.090820 -33.216130 16.039110 0.37 0.00 -0.59 0.292
H 16.012390 -32.227090 17.407790 0.18 0.32 0.25 0.230
H 18.058170 -32.080520 15.822440 -0.15 -0.18 0.10 0.292
C 19.426450 -36.137100 10.460150 -0.26 0.75 -0.37 -0.951
C 18.198860 -35.668770 11.226810 -0.70 -1.10 0.12 -0.230
O 18.104760 -36.507640 12.400190 -0.24 0.37 -0.37 -0.524
H 19.412190 -35.690420 9.465980 0.23 0.30 0.00 0.328
H 19.307340 -37.202190 10.261350 0.08 -0.04 0.36 0.263
H 20.386820 -35.938710 10.935990 -0.14 -0.02 0.09 0.265
H 17.350790 -35.840210 10.563870 -0.25 -0.58 -0.15 0.230
H 17.964050 -34.642160 11.507940 1.30 0.45 0.06 0.326
H 17.166910 -36.590920 12.587540 -0.01 -0.11 0.27 0.293
C 16.922510 -30.165340 7.717100 1.46 0.52 1.51 -0.854
C 16.580330 -30.396200 6.311180 -1.12 -0.45 -0.58 -0.298
O 15.620940 -29.451340 5.852600 0.07 0.12 -0.21 -0.516
H 17.302580 -31.105850 8.115960 -0.10 0.00 0.40 0.266
H 16.062890 -29.808330 8.284280 -0.11 -0.32 0.06 0.307
H 17.709940 -29.430860 7.886200 0.02 0.18 -0.15 0.233
H 16.026600 -31.333180 6.370710 0.45 -0.65 -0.81 0.242
H 17.425200 -30.437680 5.623730 -0.13 -0.04 0.06 0.307
H 14.856870 -29.763040 6.343170 -0.53 0.63 -0.27 0.312
C 26.917220 -26.098190 14.918960 0.69 -0.34 0.73 -0.989
C 25.670610 -25.296640 15.275460 -0.58 -0.91 -0.70 -0.196
O 24.508670 -26.169210 15.357920 0.46 0.68 0.72 -0.516
H 26.941560 -26.622680 13.963750 -0.43 0.37 -0.22 0.311
H 27.084820 -26.883730 15.655790 -0.45 -0.17 0.20 0.278
H 27.855400 -25.552160 15.017860 -0.14 0.57 -0.31 0.335
H 25.457500 -24.485620 14.579090 0.13 -0.04 -0.32 0.234
H 25.774410 -24.802250 16.241340 -0.06 -0.38 0.14 0.263
H 24.317940 -26.622950 14.533700 0.33 0.18 -0.26 0.278
```
Positions in Å, forces in eV/Å.

The energy above the lowest of the compared OMol25 structures with the same formula, charge and spin comes out at 100.7 kcal per mole. As for the structure (SMILES): CCO.CCO.CCO.CCO.CCO.CCO.CCO.CCO. For the LUMO energy, the calculation gives 0.136 eV. For the HOMO-LUMO gap, the calculation gives 10.26 eV. As for the largest force on an atom: 0.0496 hartree/bohr. For the electronic energy, the calculation gives -1240.1475 a.u.

=====

No. 4
ORCA calculation (wB97M-V/def2-TZVPD) on C17H18N2O9PmS as an isolated structure at a distorted geometry.

Structure (XYZ):
```
48
Properties=species:S:1:pos:R:3:forces:R:3:mulliken_charge:R:1
Pm -0.039452 -0.249592 -0.037963 0.42 -0.80 -1.22 1.447
O 3.925635 -2.620835 -4.138842 0.08 0.00 0.65 -0.512
C 4.512326 -2.501651 -2.950477 0.29 0.30 -0.79 0.449
O 5.666987 -2.776701 -2.767748 -0.08 -0.16 0.10 -0.553
C 3.726283 -1.916014 -1.821298 0.14 -0.24 0.12 0.160
C 4.347963 -1.674899 -0.616488 0.01 0.11 0.36 -0.298
N 3.422211 -1.197606 0.223567 0.03 0.00 0.18 -0.097
N 2.214024 -1.114712 -0.346726 0.47 -0.15 -0.37 -0.146
C 2.398385 -1.541309 -1.603474 -0.04 0.01 -0.09 -0.152
C 1.260429 -1.468943 -2.565177 -0.93 0.35 0.20 0.959
O 1.398377 -1.830056 -3.708517 -0.02 -0.05 -0.18 -0.745
O 0.152358 -0.958578 -2.051972 0.83 -0.73 -1.20 -0.644
H 2.992436 -2.321571 -4.069774 -0.19 -0.08 -0.25 0.448
H 5.378411 -1.817348 -0.334700 -0.02 0.00 -0.01 0.531
H 3.550336 -0.878485 1.170849 0.02 -0.03 -0.04 0.120
C -2.927536 -3.761564 2.167654 -0.05 0.00 0.00 -1.122
C -3.063533 -2.399726 2.834085 -0.09 -0.35 0.27 -0.498
S -2.285442 -0.998701 2.079361 0.79 -0.26 -0.46 0.534
O -0.885171 -1.526150 1.585857 -1.16 0.11 0.91 -0.605
C -3.211489 -0.814812 0.527765 -0.12 -0.18 -0.10 -0.751
C -2.819695 -1.778673 -0.600510 -0.60 0.08 0.23 -1.026
H -3.228330 -4.527388 2.882388 0.00 0.03 -0.01 0.394
H -1.899412 -3.968414 1.875524 0.02 0.08 0.02 0.290
H -3.568399 -3.863617 1.294496 -0.01 0.03 0.04 0.241
H -2.611480 -2.389469 3.829169 -0.06 -0.13 0.01 0.420
H -4.102125 -2.072899 2.952969 0.03 -0.09 0.07 0.478
H -3.105226 0.230820 0.240753 0.10 0.11 0.07 0.409
H -4.255261 -0.941186 0.820253 -0.02 0.03 -0.10 0.646
H -1.763787 -1.977987 -0.688370 0.33 -0.13 -0.03 0.409
H -3.147581 -1.384656 -1.559763 -0.09 0.03 0.00 0.379
H -3.277359 -2.749128 -0.445166 -0.04 -0.05 -0.12 0.228
O 1.148364 1.364857 0.888130 0.14 0.27 0.97 -0.675
C 0.121837 1.570196 1.632092 0.76 0.83 0.14 0.784
O -1.024500 1.443778 1.087704 -0.44 0.65 0.46 -0.683
C 0.262046 1.806720 3.069630 -0.80 0.59 0.02 0.220
C 1.236968 1.200228 3.837945 0.30 -0.02 0.21 -0.422
C 1.298724 1.407381 5.221804 0.02 -0.06 -0.33 -1.182
C 0.365633 2.261059 5.752138 0.37 -0.21 0.44 1.005
O 0.236024 2.624448 7.046685 -0.28 0.25 0.04 -0.479
C -0.847353 3.581869 7.093877 0.20 -0.35 -0.44 -0.226
O -1.398880 3.654306 5.765214 0.15 -0.03 0.35 -0.490
C -0.605395 2.872918 4.985324 -0.40 0.32 -0.16 0.785
C -0.703893 2.663415 3.644444 0.02 -0.19 -0.08 -1.004
H 1.966759 0.552283 3.375454 0.02 -0.01 -0.09 0.449
H 2.048155 0.932790 5.838292 -0.01 0.01 0.00 0.457
H -0.448555 4.551277 7.374642 0.00 0.12 0.08 0.276
H -1.605242 3.216947 7.778023 -0.08 0.04 0.11 0.261
H -1.473982 3.134384 3.048055 0.05 -0.04 0.00 0.532
```
Positions in Å, forces in eV/Å.

Its net charge is +1. The energy above the lowest of the compared OMol25 structures with the same formula, charge and spin comes out at 11.3 kcal per mole. Its multiplicity is 5. For the LUMO energy (alpha / beta), the calculation gives -3.023 / -2.932 eV. For the HOMO-LUMO gap (alpha / beta), the calculation gives 8.23 / 8.32 eV. As for the largest force on an atom: 0.0317 hartree/bohr. For the electronic energy, the calculation gives -2451.7547 a.u.